Entry 1:
ORCA calculation (the ωB97M-V functional and the def2-TZVPD basis) on a structure of composition C6H13Cl3NP.

Geometry (Å):
Cl (1.8708, 1.8974, 2.0717)
Cl (0.5750, -1.0980, 1.5689)
Cl (-0.8027, 3.1259, 2.3421)
P (-0.2689, 0.5014, 1.1256)
N (2.9133, 0.4738, -1.2718)
C (-2.0153, 0.1215, 0.7395)
C (-2.2242, -0.6022, -0.5978)
C (3.1986, -0.7348, -1.0550)
C (-2.6189, -0.6084, 1.8766)
C (0.1067, 1.6552, 2.4217)
C (3.5549, 1.1242, -2.4243)
H (-1.7177, -0.1022, -1.3913)
H (-2.9629, 0.0641, 2.5806)
H (-3.2774, -0.7967, -0.7795)
H (-1.7405, -1.6424, -0.6480)
H (3.3326, 2.1414, -2.1311)
H (-3.5101, -1.1201, 1.5577)
H (-2.4631, 1.2102, 0.7635)
H (2.7103, -1.2662, -0.3020)
H (0.3705, 0.9493, -0.0521)
H (4.6297, 0.8202, -2.5173)
H (3.1652, 0.8174, -3.3106)
H (-1.9867, -1.4297, 2.1453)
H (3.8737, -1.4345, -1.6474)

As for the energy relative to the best compared isomer or geometry (same formula, charge and spin): 1.754 eV. The net charge is 0.

Entry 2:
ORCA calculation (the ωB97M-V functional and the def2-TZVPD basis) on a cluster of 10 separate species, C5H32N2O10 in total.

Geometry (Å):
O (-0.2095, -3.7666, -1.3760)
O (-0.4763, -0.4659, -4.1009)
O (3.1236, 2.9038, -1.4212)
O (-0.5872, -4.8237, 1.1206)
O (-2.4980, 2.0336, 3.0828)
O (0.0360, 3.1847, -3.0543)
O (4.6181, -0.6461, -1.0647)
O (1.7369, -1.5764, -2.5246)
O (-0.1244, 4.1112, -0.3753)
O (1.4658, 0.7137, -0.7417)
N (0.5046, -0.3869, 1.7468)
N (-2.3135, -0.7620, 1.3107)
C (-2.6205, 1.7231, 1.6898)
C (1.6777, -0.6631, 2.5821)
C (-0.5195, 0.4332, 2.4243)
C (-1.6583, 0.5514, 1.3782)
C (-3.1467, -0.9545, 0.1277)
H (4.7449, -1.4622, -0.5730)
H (2.2876, 0.2393, 2.4416)
H (-0.0188, 3.1489, -0.3672)
H (-4.0418, -1.5470, 0.2843)
H (0.7462, 4.3759, -0.0474)
H (2.3235, -1.4436, 2.1874)
H (-3.5928, 0.0070, -0.1718)
H (-1.3070, -5.3808, 1.4423)
H (0.0602, -1.2418, 1.4269)
H (1.1106, 0.5168, -1.6093)
H (-2.8451, -0.8460, 2.1701)
H (-3.6574, 1.4751, 1.4255)
H (-1.2111, 0.7679, 0.4068)
H (0.8410, 3.0476, -3.5628)
H (-0.8728, -0.0729, 3.3134)
H (-2.5246, -1.3623, -0.6676)
H (0.3050, 3.7675, -2.3299)
H (-3.0351, 2.7985, 3.2082)
H (-1.4161, -0.4264, -3.9443)
H (-2.3791, 2.5920, 1.0656)
H (1.5204, -0.7908, 3.6547)
H (-0.1432, -2.8757, -1.0261)
H (1.0214, 0.1954, -0.0461)
H (-0.3049, -4.3278, -0.5819)
H (3.1084, 2.0663, -0.9485)
H (4.0035, 3.1988, -1.6549)
H (0.0593, 0.2025, -3.6792)
H (1.4517, -1.7481, -3.4385)
H (-0.0946, 1.4262, 2.5546)
H (3.6605, -0.5669, -1.1444)
H (1.0198, -2.1206, -2.1568)
H (0.1716, -5.2225, 1.5638)

As for the energy relative to the best compared isomer or geometry (same formula, charge and spin): 3.142 eV. The net charge is 0. The SMILES is CNC[C@H](CO)NC.O.O.O.O.O.O.O.O.O.

Entry 3:
ORCA calculation (the ωB97M-V functional and the def2-TZVPD basis) on a cluster of 2 separate species, C3H10N2 in total.

Geometry (Å):
N (-4.9158, 0.0331, -0.8321)
N (-3.5730, -0.8401, 0.9614)
C (3.6946, 0.7921, -0.8465)
C (-4.5705, -0.0029, 0.4011)
C (3.7627, -0.4336, 0.1543)
H (-2.8913, -1.1785, 0.2486)
H (-5.8429, 0.5803, -0.7633)
H (-2.8588, -0.3766, 1.4917)
H (2.8289, 0.3065, -1.4376)
H (3.5269, 1.8043, -0.3378)
H (3.9610, 0.0213, 1.1502)
H (2.7646, -0.8655, 0.1838)
H (4.5486, -1.1658, -0.1779)
H (-5.0433, 0.5188, 1.3507)
H (4.6082, 0.8065, -1.5466)

As for the energy relative to the best compared isomer or geometry (same formula, charge and spin): 1.684 eV. The net charge is 0. The SMILES is [H]/N=C/N.CC.

Calculated frontier orbital gap in order - 7.7 9.1 11.0 eV
Calculated HOMO in order - -7.18 -9.04 -10.08 eV
Calculated energy in order - -2012.96390 -1071.56397 -229.74737 a.u.